1.
The following is a quantum chemistry calculation of a molecular structure, C4H8CuLiO3 at a distorted geometry, from OMol25.

Summary:
Relative energy (zero: lowest compared OMol25 entry of this formula, charge and spin) = 0.6722 eV
Multiplicity = 2
DFT total energy = -2030.6155 hartree
Total charge = +1
Expectation value of S² = 0.7583

Geometry (Å):
C -4.975 -3.941 4.637
C -3.567 -3.770 5.315
C -3.359 -2.374 5.754
C -2.429 -1.535 5.061
O -2.624 -0.324 4.847
O -5.089 -5.065 3.908
Cu -4.539 -7.162 3.346
Li -4.186 0.721 4.803
H -5.256 -2.922 4.102
H -5.714 -3.865 5.467
H -2.793 -4.077 4.596
H -3.540 -4.480 6.154
H -3.902 -1.884 6.567
H -1.546 -2.023 4.608
O -5.711 -0.397 4.877
H -6.629 -0.130 4.975
H -5.578 -1.261 5.477



2.
The following is a quantum chemistry calculation of a gas-phase ion, C4H8F2N (charge +1) at a distorted geometry, from OMol25.

Summary:
Relative energy (zero: lowest compared OMol25 entry of this formula, charge and spin) = 2.4950 eV
SMILES string = C[C@]1(F)[C@@H]([NH3+])[C@@H]1F
DFT total energy = -411.3334 hartree
Total charge = +1

Geometry (Å):
C -0.059 1.941 -0.503
C 0.259 0.719 0.239
F 1.263 0.870 1.060
C -0.071 -0.722 -0.246
N 0.845 -1.793 -0.015
C -1.118 -0.330 0.839
F -2.245 0.047 0.163
H 0.279 2.797 0.112
H -1.134 2.051 -0.780
H 0.544 2.093 -1.442
H -0.409 -0.567 -1.336
H 0.292 -2.579 0.285
H 1.659 -1.749 0.698
H 1.215 -2.129 -0.909
H -1.319 -0.649 1.835



3.
The following is a quantum chemistry calculation of 2 unconnected molecules or ions with the total composition C4H8F2P at a distorted geometry, from OMol25.

Summary:
Relative energy (zero: lowest compared OMol25 entry of this formula, charge and spin) = 0.1216 eV
DFT total energy = -698.0072 hartree
Total charge = +1

Geometry (Å):
C 3.179 0.022 1.170
C 2.643 0.516 0.070
C -2.173 -0.402 -0.793
C -1.615 0.728 -0.076
F 0.933 0.549 -1.893
F 0.746 -1.264 -0.381
P 0.875 0.321 -0.326
H 4.245 0.073 1.342
H 2.601 -0.477 1.933
H 3.189 1.054 -0.696
H -1.980 -0.375 -1.862
H -1.901 -1.369 -0.364
H -3.266 -0.327 -0.660
H -1.658 0.734 1.005
H -1.588 1.696 -0.558



4.
The following is a quantum chemistry calculation of 2 unconnected molecules or ions with the total composition C4H8F3O at a distorted geometry, from OMol25.

Summary:
Relative energy (zero: lowest compared OMol25 entry of this formula, charge and spin) = 0.0000 eV
Multiplicity = 2
DFT total energy = -531.9349 hartree
Expectation value of S² = 0.7531

Geometry (Å):
C 0.440 2.774 1.442
F 0.518 2.583 2.750
F -0.791 3.142 1.129
F 1.284 3.728 1.091
H 0.883 1.059 0.496
C -1.723 -1.791 -1.213
O -0.799 -0.755 -1.004
C 0.303 -1.140 -0.215
C 1.280 0.000 -0.114
H -2.561 -1.381 -1.790
H -1.266 -2.622 -1.777
H -2.105 -2.185 -0.256
H 0.790 -2.029 -0.663
H -0.045 -1.444 0.791
H 1.610 0.354 -1.100
H 2.183 -0.294 0.434



5.
The following is a quantum chemistry calculation of C4H8F3OP in the gas phase at a distorted geometry, from OMol25.

Summary:
Relative energy (zero: lowest compared OMol25 entry of this formula, charge and spin) = 0.0000 eV
SMILES string = CP[C@@](C)(O)C(F)(F)F
DFT total energy = -873.3660 hartree

Geometry (Å):
C 1.318 -1.728 -0.485
P 1.007 -0.613 0.955
C -0.227 0.470 0.015
C -0.120 1.820 0.866
O 0.251 0.614 -1.260
C -1.603 -0.091 0.043
F -2.552 0.630 -0.572
F -1.653 -1.359 -0.565
F -1.939 -0.364 1.307
H 1.990 -2.595 -0.098
H 1.681 -1.184 -1.415
H 0.443 -2.315 -0.778
H 2.139 0.233 0.613
H 0.797 2.171 0.679
H -0.965 2.421 0.741
H -0.210 1.659 1.886
H -0.357 0.229 -1.932



6.
The following is a quantum chemistry calculation of a molecular structure, C4H8F6FeIN2O3Sb at a distorted geometry, from OMol25.

Summary:
Relative energy (zero: lowest compared OMol25 entry of this formula, charge and spin) = 0.6183 eV
Multiplicity = 6
DFT total energy = -2893.2052 hartree
Total charge = +1
Expectation value of S² = 8.7622

Geometry (Å):
Fe 0.252 -0.658 -0.479
N 2.690 -0.940 -0.283
C 3.148 -0.902 1.030
C 1.770 -0.594 2.218
O 2.191 -0.557 3.326
O 0.755 -0.506 1.551
H 2.745 -1.834 -0.751
H 2.933 -0.150 -0.865
H 3.775 -0.052 1.278
H 3.503 -1.852 1.415
F -1.356 -2.031 0.203
Sb -2.081 -2.381 -1.633
F -0.091 -2.236 -1.946
F -1.764 -0.428 -1.588
F -2.537 -2.253 -3.423
F -3.782 -2.180 -0.909
F -1.834 -4.210 -1.448
N -2.029 1.614 0.438
C -0.909 2.124 -0.050
O 0.009 1.425 -0.536
C -0.730 3.611 0.022
I -0.147 4.090 2.037
H -2.189 0.618 0.399
H -2.759 2.193 0.818
H -1.640 4.160 -0.196
H 0.077 3.927 -0.626



7.
The following is a quantum chemistry calculation of a molecular structure, C4H8FHgO2 at a distorted geometry, from OMol25.

Summary:
Relative energy (zero: lowest compared OMol25 entry of this formula, charge and spin) = 0.0000 eV
Multiplicity = 2
DFT total energy = -560.7566 hartree
Expectation value of S² = 0.7537

Geometry (Å):
O 1.809 0.340 -0.380
C 1.617 -0.723 0.492
C 0.239 -1.341 0.262
O -0.698 -0.253 0.330
C -2.081 -0.606 0.212
C -2.888 0.486 -0.386
Hg 0.205 1.344 -0.474
H 1.697 -0.554 1.587
H -0.018 -2.080 1.035
H 0.166 -1.815 -0.730
H -2.403 -0.825 1.246
H -2.155 -1.538 -0.369
H -3.201 1.329 0.231
H -3.116 0.464 -1.454
H 2.492 -1.434 0.357
F -0.470 2.909 0.074



8.
The following is a quantum chemistry calculation of 2 unconnected molecules or ions with the total composition C4H8FN2 at a distorted geometry, from OMol25.

Summary:
Relative energy (zero: lowest compared OMol25 entry of this formula, charge and spin) = 2.6129 eV
DFT total energy = -366.2515 hartree
Total charge = +1

Geometry (Å):
C -2.361 0.396 1.388
C -2.051 -0.887 1.510
C 1.578 -0.248 -0.273
C 1.147 1.113 -2.352
N 1.345 0.416 -1.201
N 1.841 -0.983 0.748
F -0.921 -1.251 0.922
H -1.723 1.115 1.012
H -3.384 0.626 1.816
H 0.114 0.869 -2.762
H 1.249 2.193 -2.174
H 1.948 0.820 -2.943
H -2.730 -1.594 1.925
H 1.199 -1.248 1.558
H 2.750 -1.337 0.827